Record 1
C38H76B2Br16N3O11P | the ωB97M-V functional and the def2-TZVPD basis

The geometry in ORCA input format:
```
! RIJCOSX wB97M-V def2-TZVPD def2/J DEFGRID3
* xyz 0 1
C 4.53 -4.90 1.16
O 3.97 -4.36 2.34
C 2.55 -4.31 2.26
N 2.11 -3.08 1.62
C 2.98 -1.96 1.70
O 3.45 -1.64 3.02
O 3.70 -0.25 3.04
C 0.68 -2.84 1.49
O 0.04 -4.02 1.98
C 0.24 -1.68 2.42
C 0.53 -1.93 3.94
C -0.72 -2.41 4.71
C -0.72 -3.88 5.15
N -2.06 -4.19 5.72
C 0.17 -2.66 0.00
C -1.27 -2.12 0.09
O -2.19 -2.53 -0.94
C -3.44 -2.34 -0.41
C -4.00 -1.07 -0.42
C -5.22 -0.82 0.13
C -5.94 -1.85 0.72
C -5.39 -3.11 0.71
C -4.16 -3.36 0.16
C 0.05 -4.01 -0.76
C 1.35 -4.84 -0.90
C 1.73 -4.96 -2.40
C 1.04 -6.30 -0.47
O 1.19 -1.91 -0.66
C 0.94 -0.85 -1.59
B 2.34 -0.58 -2.28
O 2.70 0.75 -2.57
O 3.23 -1.57 -2.65
B 0.63 0.58 -0.94
O 1.51 1.07 0.04
O -0.50 1.26 -1.33
C -1.27 1.80 -0.25
P -0.16 -1.22 -3.09
N -0.10 0.22 -4.10
O 0.57 -2.40 -4.03
H 4.34 -5.98 1.13
H 4.23 -4.37 0.25
H 5.62 -4.78 1.25
H 2.19 -4.47 3.28
H 2.25 -5.20 1.70
H 3.87 -2.16 1.08
H 2.55 -1.05 1.28
H 4.67 -0.21 3.06
H -0.78 -3.78 2.43
H 0.65 -0.71 2.13
H -0.84 -1.52 2.43
H 0.78 -0.94 4.34
H 1.42 -2.54 4.12
H -0.78 -1.82 5.64
H -1.66 -2.22 4.18
H 0.04 -4.07 5.92
H -0.55 -4.59 4.34
H -2.48 -4.98 5.23
H -2.70 -3.43 5.54
H -1.37 -1.04 0.22
H -1.69 -2.56 1.01
H -3.40 -0.28 -0.87
H -5.57 0.21 0.10
H -6.89 -1.62 1.18
H -5.96 -3.90 1.19
H -3.77 -4.37 0.21
H -0.73 -4.64 -0.31
H -0.30 -3.82 -1.78
H 2.24 -4.44 -0.42
H 2.16 -4.04 -2.80
H 0.85 -5.27 -2.98
H 2.44 -5.79 -2.49
H 0.50 -6.28 0.49
H 0.51 -6.84 -1.25
H 1.98 -6.83 -0.30
H 3.47 0.90 -1.99
H 3.56 -2.01 -1.85
H 1.07 0.99 0.90
H -2.24 2.16 -0.58
H -0.74 2.66 0.18
H -1.41 1.08 0.56
H 0.38 -0.03 -4.96
H 0.48 0.95 -3.69
H 1.27 -2.00 -4.58
Br -6.32 -3.07 4.30
C -6.87 -4.22 5.77
C -5.69 -4.64 6.61
Br -4.64 -6.02 5.72
H -7.40 -5.07 5.34
H -7.56 -3.63 6.36
H -6.02 -5.09 7.54
H -5.01 -3.82 6.82
Br 4.00 6.85 -1.64
C 3.57 5.19 -2.57
C 3.29 4.08 -1.60
Br 4.94 3.38 -0.84
H 4.40 4.98 -3.24
H 2.68 5.42 -3.16
H 2.83 3.23 -2.12
H 2.66 4.38 -0.77
Br -7.54 0.35 3.30
C -7.91 2.20 2.86
C -8.07 2.41 1.37
Br -6.35 2.39 0.45
H -7.10 2.79 3.28
H -8.84 2.44 3.37
H -8.49 3.39 1.17
H -8.69 1.65 0.90
Br 1.24 9.34 1.00
C 1.41 9.59 -0.93
C 0.10 9.39 -1.63
Br -0.34 7.49 -1.78
H 2.16 8.90 -1.28
H 1.76 10.61 -1.05
H 0.16 9.75 -2.66
H -0.74 9.87 -1.14
Br 3.76 3.06 -5.53
C 3.82 4.17 -7.13
C 5.00 5.10 -7.12
Br 4.70 6.61 -5.92
H 2.87 4.69 -7.19
H 3.89 3.47 -7.96
H 5.15 5.54 -8.10
H 5.91 4.62 -6.80
Br 5.49 -4.30 -2.16
C 7.35 -3.87 -1.79
C 7.48 -2.49 -1.21
Br 7.30 -1.12 -2.59
H 7.90 -4.01 -2.71
H 7.67 -4.62 -1.06
H 8.48 -2.34 -0.80
H 6.74 -2.27 -0.45
Br -5.16 3.00 5.32
C -4.15 4.12 4.09
C -4.19 3.57 2.69
Br -3.00 2.04 2.48
H -3.14 4.20 4.49
H -4.63 5.10 4.13
H -3.83 4.31 1.98
H -5.18 3.24 2.39
Br -0.93 8.33 -7.56
C 0.37 7.50 -6.37
C 0.47 8.24 -5.06
Br 1.50 9.89 -5.25
H 1.31 7.47 -6.91
H 0.00 6.49 -6.21
H 1.01 7.65 -4.33
H -0.50 8.52 -4.65
*
```

## Properties
SMILES: COCN(COO)[C@@](O)(CCCCN)[C@](COc1ccccc1)(CC(C)C)O[C@](B(O)O)(B(O)OC)P(N)O.BrCCBr.BrCCBr.BrCCBr.BrCCBr.BrCCBr.BrCCBr.BrCCBr.BrCCBr
LUMO level: 0.002 Ha
energy above the lowest of the compared OMol25 structures with the same formula, charge and spin: 1.091 eV
gap between HOMO and LUMO: 7.5 eV

Record 2
C38H76BCl15N4O5P2 | the ωB97M-V functional and the def2-TZVPD basis

The geometry in ORCA input format:
```
! RIJCOSX wB97M-V def2-TZVPD def2/J DEFGRID3
* xyz 0 1
C -6.84 -1.49 -2.45
C -6.77 -0.02 -2.88
C -7.61 0.90 -2.00
C -6.82 1.45 -0.78
C -7.40 0.98 0.54
C -6.79 1.63 1.79
C -5.31 1.96 1.69
C -4.46 0.70 1.51
C -2.95 0.95 1.66
C -2.28 1.15 0.29
C -1.03 2.04 0.27
C -0.04 1.45 1.29
O 0.07 0.03 1.24
C 1.28 -0.45 0.76
P 1.12 -1.15 -0.93
N -0.28 -1.00 -1.55
O 1.58 -2.71 -0.77
O 2.32 -0.47 -1.73
O -0.55 1.95 -1.06
C 0.28 2.93 -1.66
C -0.37 4.24 -2.18
C -1.41 4.10 -3.28
C -2.67 3.33 -2.93
Cl -1.95 5.81 -3.67
P 0.91 2.05 -3.20
N -0.11 1.20 -4.03
B 1.65 3.30 -0.86
O 2.46 2.25 -0.45
N 2.07 4.68 -0.58
C 2.99 5.18 -1.61
C 2.69 4.84 0.74
C -1.42 3.43 0.79
C -2.65 4.01 0.47
C -2.97 5.27 0.96
C -2.05 5.90 1.78
C -0.84 5.25 2.04
N -0.52 4.06 1.55
H -6.59 -2.15 -3.27
H -7.86 -1.72 -2.14
H -6.17 -1.71 -1.63
H -5.72 0.28 -2.86
H -7.08 0.05 -3.92
H -7.90 1.75 -2.62
H -8.50 0.37 -1.67
H -6.82 2.54 -0.85
H -5.79 1.14 -0.92
H -7.35 -0.10 0.62
H -8.46 1.22 0.51
H -7.34 2.55 2.00
H -6.96 0.99 2.66
H -5.00 2.40 2.64
H -5.15 2.68 0.88
H -4.75 0.00 2.29
H -4.62 0.21 0.55
H -2.75 1.74 2.38
H -2.54 0.04 2.09
H -1.98 0.17 -0.08
H -3.01 1.51 -0.43
H 0.93 1.92 1.20
H -0.39 1.69 2.29
H 2.10 0.27 0.83
H 1.57 -1.31 1.36
H -0.75 -1.86 -1.77
H 1.05 -3.20 -1.41
H 2.59 -1.02 -2.48
H -0.79 4.85 -1.39
H 0.45 4.83 -2.59
H -1.01 3.74 -4.22
H -3.20 3.11 -3.86
H -2.46 2.38 -2.46
H -3.34 3.96 -2.35
H 2.03 1.32 -2.77
H 1.45 3.10 -3.97
H -1.01 1.14 -3.59
H 3.34 2.34 -0.83
H 3.98 4.72 -1.52
H 3.10 6.26 -1.54
H 2.62 4.97 -2.62
H 2.26 5.72 1.22
H 3.76 5.04 0.66
H 2.54 3.98 1.39
H -3.37 3.52 -0.16
H -3.91 5.74 0.73
H -2.24 6.87 2.21
H -0.12 5.74 2.67
Cl 4.77 1.01 -2.00
C 6.07 -0.16 -2.34
C 6.05 -0.62 -3.77
Cl 4.62 -1.62 -4.14
H 5.95 -0.99 -1.65
H 7.01 0.34 -2.12
H 6.92 -1.24 -3.97
H 6.05 0.22 -4.46
Cl 7.93 1.02 0.59
C 7.35 1.62 2.17
C 6.07 0.96 2.60
Cl 4.67 1.43 1.59
H 7.23 2.70 2.09
H 8.13 1.41 2.89
H 5.83 1.27 3.62
H 6.15 -0.12 2.57
Cl 1.95 6.30 -4.68
C 0.83 7.40 -5.52
C 1.42 8.78 -5.70
Cl 1.60 9.63 -4.14
H -0.09 7.43 -4.95
H 0.62 6.96 -6.50
H 0.76 9.38 -6.32
H 2.40 8.73 -6.17
Cl -0.02 -4.55 2.81
C 1.56 -4.96 2.10
C 1.66 -6.41 1.71
Cl 1.69 -7.50 3.12
H 2.33 -4.69 2.82
H 1.68 -4.33 1.21
H 2.59 -6.57 1.16
H 0.83 -6.71 1.08
Cl 5.30 -9.30 -1.12
C 3.88 -8.56 -1.90
C 4.08 -7.09 -2.15
Cl 4.13 -6.14 -0.64
H 3.02 -8.74 -1.26
H 3.73 -9.07 -2.85
H 3.25 -6.70 -2.74
H 5.00 -6.89 -2.69
Cl 1.15 -7.46 7.81
C 0.09 -6.97 6.45
C -0.23 -5.50 6.48
Cl -1.28 -5.07 7.86
H -0.81 -7.58 6.49
H 0.62 -7.22 5.53
H -0.77 -5.23 5.57
H 0.67 -4.90 6.54
Cl -0.30 -10.27 5.27
C 1.21 -10.60 6.15
C 2.31 -11.07 5.23
Cl 1.98 -12.69 4.55
H 0.99 -11.34 6.92
H 1.51 -9.67 6.63
H 3.24 -11.14 5.78
H 2.45 -10.39 4.39
*
```

## Properties
SMILES: CCCCCCCCCC[C@@](COCP(=N)(O)O)(O[C@](C[C@@H](C)Cl)([PH2]=N)B(O)N(C)C)c1ccccn1.ClCCCl.ClCCCl.ClCCCl.ClCCCl.ClCCCl.ClCCCl.ClCCCl
LUMO level: 0.002 Ha
gap between HOMO and LUMO: 7.9 eV